Entry 1:
Below is a cluster of 7 separate species, C16H46O11 in total, with properties calculated with ωB97M-V/def2-TZVPD.

Results
- SMILES = COCCOC.COCCOC.COCCOC.COCCOC.O.O.O

Cartesian coordinates (Å):
C: 5.480 -6.635 -20.484
O: 5.049 -6.597 -21.808
C: 4.673 -7.782 -22.519
C: 4.169 -7.294 -23.973
O: 3.062 -6.436 -23.939
C: 1.761 -7.078 -23.754
H: 6.033 -7.537 -20.220
H: 4.614 -6.602 -19.823
H: 6.155 -5.802 -20.290
H: 3.813 -8.147 -21.956
H: 5.357 -8.629 -22.577
H: 4.020 -8.150 -24.631
H: 5.019 -6.755 -24.392
H: 1.049 -6.273 -23.938
H: 1.559 -7.422 -22.739
H: 1.663 -7.899 -24.463
C: 11.120 -2.235 -23.719
O: 9.819 -2.928 -23.772
C: 9.791 -4.002 -24.690
C: 8.352 -4.450 -24.940
O: 7.673 -4.764 -23.721
C: 8.077 -5.915 -23.024
H: 11.896 -2.802 -23.206
H: 10.809 -1.368 -23.137
H: 11.420 -1.776 -24.662
H: 10.471 -4.766 -24.313
H: 10.253 -3.699 -25.629
H: 8.371 -5.416 -25.445
H: 7.837 -3.705 -25.545
H: 7.690 -6.069 -22.017
H: 9.143 -6.118 -23.126
H: 7.712 -6.786 -23.568
C: 5.599 -1.362 -26.354
O: 5.880 -1.532 -24.982
C: 6.940 -0.802 -24.470
C: 6.807 -0.730 -22.965
O: 5.511 -0.339 -22.543
C: 5.409 0.251 -21.223
H: 6.539 -1.162 -26.867
H: 4.929 -0.514 -26.498
H: 5.169 -2.253 -26.811
H: 6.891 0.198 -24.899
H: 7.875 -1.273 -24.773
H: 7.632 -0.091 -22.650
H: 7.123 -1.695 -22.567
H: 6.104 1.091 -21.203
H: 5.679 -0.564 -20.551
H: 4.379 0.492 -20.958
C: 8.783 -3.396 -20.519
O: 9.327 -2.547 -19.464
C: 10.255 -1.561 -19.896
C: 10.609 -0.731 -18.630
O: 11.119 -1.498 -17.499
C: 10.960 -0.801 -16.250
H: 8.037 -3.057 -21.238
H: 8.313 -4.196 -19.948
H: 9.644 -3.751 -21.086
H: 9.683 -0.996 -20.632
H: 11.068 -2.207 -20.229
H: 9.757 -0.063 -18.496
H: 11.535 -0.268 -18.971
H: 11.884 -0.234 -16.140
H: 10.821 -1.345 -15.316
H: 10.231 0.009 -16.253
O: 3.879 -4.163 -25.412
H: 3.405 -4.976 -25.235
H: 4.296 -3.943 -24.578
O: 1.656 -3.463 -23.197
H: 2.116 -2.794 -23.704
H: 2.344 -4.070 -22.922
O: 5.287 -4.066 -23.012
H: 5.111 -4.821 -22.451
H: 6.200 -4.172 -23.278

Forces on atoms 1 to 3 (eV/Å):
C -0.141 -0.751 0.626
O 0.911 -0.053 -1.517
C -2.247 1.173 -0.471

These are the Löwdin partial charges, in e, on atoms 1 to 5: C -0.105; O -0.248; C -0.132; C -0.175; O -0.225

=====

Entry 2:
Below is a cluster of 7 separate species, C16H47NO13 in total, with properties calculated with ωB97M-V/def2-TZVPD.

Results
- spin multiplicity = 2
- charge = +1

Cartesian coordinates (Å):
C: 2.924 1.350 2.745
C: 3.343 2.639 3.520
C: 3.554 3.871 2.649
O: 4.160 5.020 3.299
C: 4.027 6.167 2.459
N: 2.500 2.732 4.666
H: 3.455 1.205 1.805
H: 1.876 1.506 2.490
H: 2.869 0.531 3.462
H: 4.358 2.450 3.870
H: 2.532 4.203 2.468
H: 4.061 3.619 1.718
H: 4.395 7.027 3.018
H: 3.088 6.422 1.969
H: 4.637 6.063 1.561
H: 1.533 2.934 4.456
H: 2.737 3.407 5.379
C: -0.873 -5.638 -2.068
C: -0.745 -4.774 -0.866
O: -1.611 -3.716 -0.747
O: -0.836 -4.955 -3.298
H: -1.793 -6.222 -2.053
H: -0.058 -6.353 -2.180
H: 0.304 -4.604 -0.621
H: -0.925 -5.329 0.054
H: -1.439 -3.326 0.113
H: -1.343 -5.468 -3.933
C: -0.365 0.747 -1.387
C: 0.803 0.090 -0.608
O: 0.286 -0.864 0.385
O: -1.023 -0.164 -2.134
H: 0.024 1.438 -2.135
H: -1.054 1.264 -0.719
H: 1.385 0.792 -0.010
H: 1.401 -0.506 -1.296
H: -0.376 -1.364 -0.097
H: -0.376 -0.837 -2.356
C: -0.514 -1.925 -5.113
C: 0.808 -2.125 -4.381
O: 0.729 -2.185 -2.926
O: -0.955 -0.582 -4.897
H: -1.278 -2.701 -5.055
H: -0.343 -2.201 -6.154
H: 1.504 -1.321 -4.617
H: 1.189 -3.107 -4.661
H: 0.495 -3.074 -2.647
H: -1.286 -0.522 -3.998
C: 0.171 4.788 -0.763
C: 0.813 5.800 0.224
O: 0.072 5.751 1.431
O: -1.216 4.961 -0.980
H: 0.389 3.784 -0.401
H: 0.662 4.742 -1.735
H: 0.619 6.812 -0.131
H: 1.878 5.678 0.417
H: -0.821 6.089 1.335
H: -1.336 4.677 -1.889
C: 0.967 -3.313 2.492
C: -0.426 -3.911 2.709
O: -1.509 -3.350 1.987
O: 0.917 -1.941 2.816
H: 1.388 -3.467 1.499
H: 1.613 -3.845 3.191
H: -0.717 -3.865 3.759
H: -0.532 -4.961 2.435
H: -2.229 -3.873 2.346
H: 0.540 -1.491 2.057
C: -5.603 -1.464 -0.276
C: -4.101 -1.052 -0.300
O: -3.914 -0.227 -1.388
O: -6.347 -0.405 0.219
H: -5.752 -2.335 0.362
H: -5.833 -1.791 -1.290
H: -3.421 -1.893 -0.429
H: -3.824 -0.491 0.593
H: -2.978 -0.300 -1.591
H: -7.251 -0.723 0.174

Forces on atoms 1 to 3 (eV/Å):
C -1.429 1.370 0.266
C 1.926 -3.310 0.960
C -1.504 3.291 0.316

These are the Löwdin partial charges, in e, on atoms 1 to 5: C 0.002; C -0.334; C -0.130; O -0.154; C -0.086

=====

Entry 3:
Below is a structure of composition C16H48BCaF4O8, with properties calculated with ωB97M-V/def2-TZVPD.

Results
- spin multiplicity = 2
- charge = +2

Cartesian coordinates (Å):
Ca: -2.882 0.936 0.177
B: 0.182 -0.904 0.075
F: -0.566 0.185 -0.051
F: -0.571 -2.030 -0.275
F: 1.326 -0.750 -0.751
F: 0.573 -1.043 1.366
C: 5.400 -1.057 1.940
C: 3.957 -1.318 1.561
O: 3.623 -0.606 0.361
H: 5.605 -1.811 2.699
H: 5.496 -0.099 2.452
H: 6.098 -1.004 1.103
H: 3.227 -1.034 2.319
H: 3.802 -2.390 1.440
H: 2.664 -0.600 0.321
C: -4.478 1.602 -3.279
C: -3.258 2.450 -2.834
O: -2.438 1.890 -1.818
H: -5.291 1.640 -2.554
H: -4.239 0.569 -3.528
H: -4.906 1.949 -4.220
H: -3.686 3.393 -2.492
H: -2.694 2.729 -3.724
H: -1.534 1.869 -2.140
C: 1.451 -2.386 5.093
C: 1.199 -0.912 4.715
O: 0.022 -0.786 3.956
H: 1.974 -2.590 6.027
H: 2.134 -2.788 4.344
H: 0.622 -3.093 5.076
H: 2.103 -0.449 4.321
H: 1.021 -0.468 5.695
H: 0.194 -1.033 3.044
C: 2.075 3.139 -2.874
C: 0.619 2.739 -3.283
O: 0.044 1.558 -2.681
H: 2.387 3.995 -3.473
H: 2.752 2.305 -3.060
H: 2.136 3.401 -1.818
H: 0.669 2.405 -4.320
H: -0.010 3.629 -3.284
H: 0.824 1.016 -2.542
C: 2.323 3.024 3.539
C: 2.458 2.112 2.384
O: 1.085 1.793 1.957
H: 1.947 3.948 3.100
H: 3.308 3.228 3.960
H: 1.600 2.630 4.254
H: 3.031 1.242 2.703
H: 3.040 2.556 1.576
H: 1.074 0.900 1.605
C: -0.493 -6.402 -1.968
C: -1.380 -5.124 -1.895
O: -1.627 -4.765 -3.242
H: -0.335 -6.885 -1.004
H: 0.492 -6.281 -2.417
H: -1.128 -7.060 -2.560
H: -0.946 -4.248 -1.412
H: -2.393 -5.254 -1.514
H: -2.042 -5.583 -3.527
C: -4.324 -3.028 -0.766
C: -3.832 -1.999 -1.814
O: -2.853 -1.162 -1.195
H: -5.050 -3.709 -1.210
H: -4.897 -2.543 0.025
H: -3.525 -3.490 -0.186
H: -4.662 -1.379 -2.153
H: -3.422 -2.480 -2.703
H: -2.051 -1.686 -1.127
C: 0.295 4.669 0.415
C: -1.078 4.064 -0.029
O: -1.047 2.861 0.622
H: 0.477 5.732 0.253
H: 1.064 4.213 -0.208
H: 0.535 4.572 1.474
H: -1.182 3.865 -1.096
H: -1.935 4.714 0.146
H: -0.152 2.707 0.933

Forces on atoms 1 to 3 (eV/Å):
Ca 1.570 -0.211 -0.877
B 0.509 -2.757 -1.471
F -2.401 2.926 -0.189

These are the Löwdin partial charges, in e, on atoms 1 to 5: Ca 1.722; B -1.345; F 0.153; F 0.151; F 0.140

=====

| no. | strongest force on any atom (hartree/bohr) | E_tot (hartree) |
| --- | --- | --- |
| 1 | 0.0599 | -1464.59080 |
| 2 | 0.0768 | -1670.15620 |
| 3 | 0.0755 | -2341.82598 |